(1)
Entry from the Open Molecules 2025 dataset: a structure of composition C34H32MnNP2Se (ωB97M-V/def2-TZVPD).

Summary:
net charge: +2
HOMO level (spin up / spin down): -0.4993 / -0.5090 hartree
multiplicity: 5

The geometry in XYZ format:
```
71
Properties=species:S:1:pos:R:3:forces:R:3
Mn -0.3276 -0.0569 -0.0993 0.583 0.211 0.696
C -3.1401 2.1329 0.5800 0.024 0.013 0.008
C -2.1220 1.3073 1.3111 -0.085 0.133 0.085
C -1.0842 1.8873 2.0491 0.044 0.076 -0.051
C -0.1680 1.1096 2.7584 0.045 0.148 -0.068
C -0.2256 -0.2708 2.6900 -0.016 -0.156 0.077
C -1.2827 -0.8751 2.0007 -0.119 -0.088 0.093
C -2.2305 -0.0911 1.3351 -0.177 -0.172 0.160
H -3.1367 1.8981 -0.4856 -0.003 -0.002 0.011
H -2.9537 3.1979 0.7004 0.013 -0.003 0.010
H -4.1404 1.9165 0.9569 0.006 0.001 0.014
H -1.0243 2.9689 2.1006 0.036 -0.036 -0.021
H 0.5891 1.5829 3.3679 0.006 0.021 -0.031
H 0.4979 -0.8825 3.2132 -0.022 0.012 0.036
H -1.4084 -1.9481 2.0469 0.015 -0.014 -0.067
H -3.0897 -0.5613 0.8727 0.041 -0.036 -0.113
C 2.7370 -0.7284 -1.4099 0.016 -0.126 -0.012
C 2.3219 -1.9598 -0.5966 0.154 0.103 -0.108
P 0.5419 -2.1920 -0.8560 0.202 -0.264 -0.095
C 0.3306 -2.7393 -2.5485 -0.145 0.119 0.031
C 0.1403 -1.8586 -3.6132 0.151 -0.235 -0.086
C 0.0705 -2.3510 -4.9069 0.029 0.024 0.043
C 0.1881 -3.7135 -5.1352 0.015 -0.090 0.019
C 0.3901 -4.5905 -4.0747 0.009 -0.025 -0.013
C 0.4610 -4.1147 -2.7762 -0.105 -0.030 -0.083
C -0.0988 -3.4345 0.2337 -0.111 -0.124 -0.015
C -1.4441 -3.8036 0.0883 0.012 -0.121 0.005
C -1.9839 -4.7615 0.9274 0.077 -0.010 0.079
C -1.1860 -5.3528 1.9075 -0.063 0.004 -0.038
C 0.1483 -4.9926 2.0464 0.015 0.039 -0.009
C 0.6971 -4.0256 1.2159 -0.052 0.004 0.108
P 1.9975 0.7945 -0.7043 0.049 0.048 0.033
C 1.8334 1.9469 -2.0805 -0.049 0.035 -0.066
C 0.8105 2.8934 -2.0589 -0.002 0.055 -0.029
C 0.7086 3.8354 -3.0721 0.034 -0.038 0.012
C 1.6250 3.8278 -4.1152 -0.006 0.007 0.002
C 2.6429 2.8831 -4.1466 -0.009 -0.037 0.028
C 2.7523 1.9457 -3.1298 0.025 0.004 -0.078
C 3.2591 1.4844 0.3955 0.072 -0.007 0.080
C 4.6152 1.4036 0.0689 0.031 -0.043 -0.004
C 5.5653 2.0025 0.8804 -0.038 0.003 0.006
C 5.1735 2.7006 2.0161 0.019 -0.003 -0.008
C 3.8281 2.8129 2.3320 -0.047 -0.035 -0.050
C 2.8760 2.2048 1.5234 0.085 0.081 -0.004
H 2.3780 -0.8230 -2.4374 0.056 0.020 -0.022
H 3.8199 -0.6463 -1.4515 0.041 -0.055 -0.005
H 2.5446 -1.8465 0.4665 0.006 0.055 -0.007
H 2.8133 -2.8645 -0.9640 0.058 -0.008 0.035
H 0.0626 -0.8020 -3.4460 -0.054 0.275 0.061
H -0.0772 -1.6690 -5.7331 -0.018 0.004 0.015
H 0.1228 -4.0977 -6.1449 0.006 -0.002 0.027
H 0.4868 -5.6521 -4.2591 0.002 0.012 -0.001
H 0.6081 -4.8094 -1.9569 -0.021 0.044 -0.032
H -2.0588 -3.3612 -0.6882 0.029 0.032 -0.016
H -3.0199 -5.0565 0.8204 0.035 0.007 -0.007
H -1.6072 -6.1067 2.5611 0.007 0.032 -0.033
H 0.7652 -5.4692 2.7968 -0.018 0.007 -0.010
H 1.7387 -3.7530 1.3305 -0.021 -0.025 -0.001
H 0.0861 2.9024 -1.2522 -0.010 -0.011 0.038
H -0.0833 4.5729 -3.0496 0.015 -0.030 0.003
H 1.5474 4.5620 -4.9069 -0.004 -0.027 0.020
H 3.3541 2.8783 -4.9626 -0.011 0.003 0.034
H 3.5600 1.2226 -3.1642 -0.024 0.028 0.005
H 4.9503 0.8938 -0.8263 -0.010 0.011 0.040
H 6.6139 1.9319 0.6221 -0.028 0.001 -0.004
H 5.9202 3.1680 2.6450 -0.030 -0.009 -0.013
H 3.5217 3.3805 3.2016 -0.009 -0.026 -0.026
H 1.8284 2.3219 1.7510 -0.070 0.007 0.017
Se -2.7621 0.9443 -4.0534 -0.080 0.057 -0.223
C -1.8743 0.5557 -2.6480 0.208 -0.207 0.493
N -1.2536 0.3007 -1.6561 -0.813 0.355 -0.976
```
Forces are in eV/Å.


(2)
Entry from the Open Molecules 2025 dataset: the ion C7H14N3O4 with charge +1 (ωB97M-V/def2-TZVPD).

Summary:
net charge: +1
ΔE to the lowest compared entry with this formula, charge and spin: 2.174 eV
HOMO level: -0.5086 hartree
SMILES: CC1=[N+]2CN[C@H](O)N[C@@]2(O)[C@@](C)(O)O1

The geometry in XYZ format:
```
28
Properties=species:S:1:pos:R:3:forces:R:3
C -1.4868 -1.1278 0.1216 3.317 0.589 -0.467
C -1.1082 1.1441 0.1543 1.113 0.621 1.571
C 1.2660 1.5397 -0.5069 2.710 2.244 2.268
C 2.3684 -0.3345 0.5303 -0.804 1.713 -0.346
C 0.1736 -0.6975 -0.5502 -1.607 -0.274 -1.143
C -2.4675 -1.7651 -0.7566 -1.475 0.739 -3.378
C -1.3897 2.4652 0.7537 -1.273 -1.393 0.367
N 2.5029 0.7470 -0.4991 -1.121 -0.486 1.235
N 0.0458 0.8520 -0.3312 -1.050 -4.994 -1.429
N 1.3629 -1.2433 0.0598 -1.379 1.155 -1.630
O -1.2088 -1.7514 1.3122 -1.533 -0.078 1.409
O -1.9764 0.1786 0.3754 0.217 1.838 0.003
O 3.4905 -1.0895 0.8404 -2.894 -1.290 -2.423
O 0.1907 -0.9877 -1.9171 -3.154 2.754 1.384
H 1.2870 2.2145 0.3880 0.367 -0.243 -0.577
H 1.3538 2.1912 -1.3367 -0.600 0.415 -1.148
H 1.9988 0.2993 1.4022 0.525 -0.947 -0.332
H -3.4717 -1.8133 -0.3742 -0.286 0.083 1.034
H -2.2277 -2.7410 -1.0480 0.750 -1.584 -0.040
H -2.7170 -1.2824 -1.7916 1.179 -0.169 1.891
H -2.4374 2.4501 0.8969 -1.222 0.143 0.650
H -1.2488 3.2848 0.1561 0.876 1.819 -1.890
H -0.9087 2.6722 1.6943 0.422 -0.481 0.422
H 2.7636 0.4570 -1.4258 0.073 -0.495 -0.231
H 0.9920 -1.8202 0.7296 -0.292 -2.122 2.528
H -2.0202 -1.8149 1.9371 1.743 0.082 -1.698
H 3.9761 -0.5010 1.3199 2.887 2.176 2.300
H 0.8966 -1.5261 -2.1346 2.512 -1.815 -0.328
```
Forces are in eV/Å.


(3)
Entry from the Open Molecules 2025 dataset: a structure of composition C39H41N6O2P2STc (ωB97M-V/def2-TZVPD).

Summary:
net charge: +3
HOMO level (spin up / spin down): -0.5730 / -0.5863 hartree
multiplicity: 4

The geometry in XYZ format:
```
92
Properties=species:S:1:pos:R:3:forces:R:3
Tc 0.6835 -0.4423 -0.1726 -0.176 -0.355 -0.162
C -1.0180 -5.8609 2.4762 -0.035 -0.013 0.093
C 0.2433 -5.2085 3.0114 0.157 0.017 -0.079
N 0.4741 -3.7562 2.7403 -0.063 0.035 0.168
C 0.3471 -2.9111 1.7580 0.094 0.064 -0.031
S 0.5561 -1.2410 2.0665 0.039 -0.080 0.071
N -1.2884 -2.7348 -0.1317 0.085 0.117 0.046
N -1.0895 -1.4460 -0.6861 -0.073 0.047 -0.050
C -1.7570 -1.1200 -1.7406 0.089 -0.025 0.064
C -2.9114 -1.8853 -2.2753 0.013 -0.030 0.022
C -1.1808 0.0288 -2.4611 -0.050 0.086 -0.081
C -1.8266 0.6814 -3.4966 0.067 -0.005 0.060
C -1.1522 1.6859 -4.1795 0.002 0.000 0.011
C 0.1421 1.9965 -3.8035 0.016 -0.020 0.014
C 0.7182 1.3133 -2.7428 0.027 0.017 0.006
N 0.0808 0.3459 -2.0883 -0.008 -0.019 0.021
H -1.2736 -6.6739 3.1550 -0.009 -0.011 -0.019
H -0.8932 -6.3266 1.5035 -0.041 0.025 -0.060
H -1.8684 -5.1815 2.4744 0.006 0.030 -0.011
H 1.1490 -5.7425 2.7213 -0.058 -0.034 -0.060
H 0.1969 -5.2276 4.0983 0.070 -0.057 -0.007
H 0.8203 -3.3035 3.5810 -0.120 0.086 0.005
H -2.8545 -2.9215 -1.9482 -0.020 0.002 -0.024
H -2.9382 -1.8446 -3.3612 0.003 -0.005 -0.009
H -3.8470 -1.4603 -1.9007 -0.002 0.012 -0.009
H -2.8392 0.4176 -3.7658 -0.007 -0.017 0.004
H -1.6338 2.2123 -4.9922 -0.001 -0.002 -0.004
H 0.7076 2.7624 -4.3152 -0.003 0.005 -0.005
H 1.7161 1.5451 -2.3939 -0.015 0.005 -0.029
O 2.6082 0.1327 -0.0809 0.086 0.080 0.019
P 3.3454 1.1079 0.8660 0.042 0.114 -0.109
C 2.2118 1.7549 2.1222 0.009 0.026 0.060
P 0.6274 2.3862 1.4702 0.004 0.045 0.024
O 0.1770 1.5179 0.2880 -0.055 0.096 0.032
C 0.8890 4.0555 0.9194 0.017 -0.033 -0.082
C 1.0526 4.3258 -0.4387 -0.019 -0.052 -0.009
C 1.3308 5.6177 -0.8510 0.007 0.030 0.012
C 1.4516 6.6348 0.0881 -0.007 -0.016 -0.022
C 1.2852 6.3677 1.4411 -0.001 0.031 -0.008
C 0.9974 5.0796 1.8602 0.009 -0.018 0.055
C -0.5293 2.3687 2.8220 0.050 -0.030 0.001
C -0.1391 2.2636 4.1566 0.054 -0.010 0.021
C -1.0917 2.3336 5.1614 -0.031 0.009 0.007
C -2.4297 2.5071 4.8365 0.009 -0.004 0.001
C -2.8223 2.6144 3.5073 -0.014 -0.001 0.021
C -1.8764 2.5506 2.5001 -0.036 0.018 -0.066
C 4.6626 0.2637 1.7055 0.002 0.061 0.012
C 5.4765 -0.5809 0.9468 -0.011 -0.027 -0.055
C 6.5732 -1.1854 1.5335 0.015 -0.009 0.017
C 6.8676 -0.9432 2.8703 -0.003 0.003 0.002
C 6.0643 -0.1004 3.6251 0.016 -0.013 0.001
C 4.9615 0.5072 3.0455 -0.016 0.000 0.027
C 3.9570 2.4841 -0.0913 0.002 -0.022 0.119
C 4.0989 2.3598 -1.4714 0.001 -0.062 -0.037
C 4.5942 3.4223 -2.2119 0.009 -0.007 -0.015
C 4.9532 4.6026 -1.5762 0.007 0.007 0.005
C 4.8358 4.7209 -0.1966 -0.004 0.010 -0.023
C 4.3448 3.6630 0.5476 0.004 0.000 0.032
H 2.7035 2.5693 2.6612 -0.001 -0.001 -0.003
H 2.0225 0.9525 2.8397 -0.011 -0.015 -0.023
H 0.9523 3.5273 -1.1636 0.003 0.038 0.040
H 1.4505 5.8369 -1.9035 -0.003 0.004 -0.006
H 1.6638 7.6448 -0.2364 0.002 0.001 -0.002
H 1.3629 7.1667 2.1655 -0.001 -0.002 0.005
H 0.8422 4.8812 2.9149 -0.006 -0.006 0.003
H 0.9016 2.1418 4.4317 -0.004 -0.004 -0.016
H -0.7892 2.2624 6.1971 0.002 -0.002 0.001
H -3.1706 2.5691 5.6221 0.002 0.000 0.005
H -3.8649 2.7625 3.2611 -0.002 0.000 -0.004
H -2.1826 2.6545 1.4653 0.011 -0.004 0.000
H 5.2586 -0.7613 -0.0994 -0.010 0.013 0.002
H 7.2076 -1.8371 0.9486 0.004 0.001 -0.003
H 7.7328 -1.4091 3.3224 0.001 -0.001 0.006
H 6.3005 0.0900 4.6630 0.001 -0.001 0.003
H 4.3516 1.1680 3.6490 -0.006 0.008 -0.013
H 3.8517 1.4251 -1.9606 0.004 0.009 0.004
H 4.7202 3.3234 -3.2819 -0.002 0.000 -0.003
H 5.3451 5.4285 -2.1550 0.000 -0.001 -0.001
H 5.1349 5.6353 0.2972 0.003 -0.003 0.007
H 4.2806 3.7661 1.6245 -0.016 0.001 0.004
C -2.3847 -2.7866 0.8452 0.001 -0.038 -0.011
C 0.0470 -3.2319 0.2773 -0.169 -0.011 -0.003
N 1.0586 -2.4923 -0.4790 0.066 0.022 -0.027
C 1.7827 -3.3547 -1.1782 -0.011 0.057 0.002
C 1.3161 -4.6509 -0.9932 -0.066 -0.036 0.017
N 0.2885 -4.5980 -0.1110 0.052 -0.090 0.032
H -3.2030 -2.1813 0.4649 -0.017 -0.036 -0.010
H -2.1143 -2.4021 1.8322 0.022 0.026 -0.009
H -2.7457 -3.8105 0.9199 0.025 -0.015 0.028
H 2.6048 -3.0457 -1.8035 0.002 0.028 -0.002
H 1.6495 -5.5693 -1.4474 -0.001 -0.015 0.013
H -0.4015 -5.3224 -0.0069 -0.009 -0.029 -0.020
```
Forces are in eV/Å.


(4)
Entry from the Open Molecules 2025 dataset: the molecule C6H10O (ωB97M-V/def2-TZVPD).

Summary:
net charge: 0
ΔE to the lowest compared entry with this formula, charge and spin: 5.212 eV
HOMO level: -0.3179 hartree

The geometry in XYZ format:
```
17
Properties=species:S:1:pos:R:3:forces:R:3
C 0.6449 0.7588 1.6897 -0.247 -0.049 0.181
C 1.7006 0.9027 0.6715 0.517 -0.032 -0.231
C 0.2369 1.1700 0.3051 -0.060 0.183 -0.029
C -0.6001 0.2156 -0.5454 -0.429 -0.182 0.389
C 0.4897 -0.3417 -1.2886 0.871 0.185 0.005
C -1.4723 -1.8581 -0.6860 0.774 -0.772 -0.462
O -1.2515 -0.7906 0.1909 -0.267 0.000 0.672
H 0.3594 -0.2405 1.9749 -0.019 -0.067 0.081
H 0.5623 1.5139 2.4599 -0.036 -0.012 -0.036
H 2.3419 1.7741 0.7016 -0.053 -0.032 -0.032
H 2.1631 0.0033 0.2979 0.086 0.025 0.089
H -0.0150 2.2102 0.1649 0.039 0.020 -0.083
H -1.3549 0.8025 -1.0639 -0.232 0.181 -0.288
H 0.6557 0.3254 -2.1179 0.448 0.620 -0.647
H -0.4864 -2.0751 -1.2090 -1.092 -0.052 0.310
H -2.2378 -1.6310 -1.4364 -0.110 -0.011 0.051
H -1.7365 -2.7396 -0.1093 -0.190 -0.005 0.030
```
Forces are in eV/Å.